# 1
Below is a cluster of 2 separate species, C2H8OS2 in total at a distorted geometry, with properties calculated with ωB97M-V/def2-TZVPD.

Geometry as XYZ:
```
13
Properties=species:S:1:pos:R:3:forces:R:3:lowdin_charge:R:1
S -2.64791 -3.04860 -1.94799 0.0884 -0.0528 -0.1909 0.215
H 0.41036 1.20301 1.66928 -0.1560 -0.2735 0.2518 0.100
H 1.04944 2.74791 1.13118 0.1272 -0.0495 0.2608 0.108
H 2.81389 1.62043 2.15401 0.3251 -0.5133 0.2857 0.075
H 2.55848 0.08637 1.23223 0.2791 -0.1041 0.0292 0.074
H 1.16238 0.72857 -0.69584 -0.4312 0.2607 -0.1978 0.071
H -5.21332 -3.16400 -2.00768 -0.2121 -0.0461 -0.0461 -0.220
C 2.52718 1.17039 1.20355 -0.4445 0.8924 0.4559 -0.097
H -3.21390 -2.95285 -0.74087 -0.0895 0.0398 -0.0289 -0.216
S -4.43338 -3.15491 -3.08966 0.2145 0.0587 0.2645 0.221
H 3.21438 1.60304 0.47898 -0.0547 -0.2318 -0.2678 0.079
C 1.11507 1.66688 0.99236 -0.3106 0.6801 -1.4910 -0.309
O 0.65732 1.49377 -0.37954 0.6643 -0.6606 0.6744 -0.101
```
Forces are in eV/Å.

Calculated values
- LUMO (eV) = 0.1
- gap between HOMO and LUMO (eV) = 8.7
- structure (SMILES) = CCO.SS
- strongest force on any atom (eV/A) = 1.67

# 2
Below is the molecule C2H8OSSi at a distorted geometry, with properties calculated with ωB97M-V/def2-TZVPD.

Geometry as XYZ:
```
13
Properties=species:S:1:pos:R:3:forces:R:3:lowdin_charge:R:1
H -0.26183 0.27672 1.27970 -0.0101 -0.2295 0.4568 0.029
S -1.60158 -0.77189 -0.93607 2.1175 0.6035 0.2174 0.557
C 0.39309 1.10275 1.03213 -2.3196 0.5378 -1.7228 -0.091
O -0.25921 0.28255 -1.27782 0.2937 0.7875 0.0162 -0.720
H 1.39916 0.84667 1.11217 1.6533 -0.1323 0.8087 0.056
C 0.06755 1.42800 -0.40895 -1.2133 0.3231 -1.7778 -0.325
H 0.07533 -2.16824 1.08791 0.2485 -0.2579 -0.0015 -0.108
Si -0.03360 -2.25227 -0.38781 -1.5872 1.9149 0.7882 0.442
H -0.01580 1.99494 1.49800 0.8320 -0.0517 1.0064 0.084
H 0.80887 2.08435 -0.95620 -0.2406 -1.3483 0.4753 0.133
H -0.81888 2.06220 -0.48465 -0.2252 0.0082 0.4734 0.095
H 1.17462 -1.49757 -0.91052 -0.4075 -1.3179 -0.3073 -0.041
H -0.92773 -3.38820 -0.64790 0.8584 -0.8373 -0.4330 -0.110
```
Forces are in eV/Å.

Calculated values
- LUMO (eV) = 0.6
- gap between HOMO and LUMO (eV) = 9.4
- structure (SMILES) = CCOS[SiH3]
- strongest force on any atom (eV/A) = 2.94

# 3
Below is a cluster of 2 separate species, C2H8P2S in total, with properties calculated with ωB97M-V/def2-TZVPD.

Geometry as XYZ:
```
13
Properties=species:S:1:pos:R:3:forces:R:3:lowdin_charge:R:1
H 3.83524 0.02185 0.69933 0.1236 -0.1162 0.0422 0.014
P -2.36453 -0.21534 -2.34482 0.0167 0.4177 0.0732 0.262
H -2.28489 -1.10058 -3.43222 -0.0671 -0.1667 -0.2642 -0.180
H 3.56660 1.57533 -0.10283 0.1048 0.1875 -0.0635 0.012
P -2.64456 -1.79757 -0.89034 0.0719 -0.0697 0.3317 0.293
H -2.54102 0.10451 0.68362 -0.0570 0.0070 0.0043 0.011
H 2.37383 0.95171 1.04380 -0.1332 0.0696 0.1470 0.013
H -3.03930 -1.40733 1.47828 0.0143 0.0173 0.0172 0.019
S -0.71002 -1.00173 -1.27399 0.0512 -0.1140 0.0404 0.036
C 3.08847 0.68270 0.27707 -0.0411 -0.0393 -0.0031 -0.044
H -4.20118 -0.51537 0.48431 -0.1086 0.0069 0.0325 0.020
C -3.15359 -0.79066 0.58703 0.0892 -0.0940 -0.2311 -0.455
H 2.56894 0.18250 -0.53098 -0.0646 -0.1061 -0.1267 0.000
```
Forces are in eV/Å.

Calculated values
- LUMO (eV) = 0.7
- gap between HOMO and LUMO (eV) = 9.7
- structure (SMILES) = CP1#S#[PH]1.C
- strongest force on any atom (eV/A) = 0.42

# 4
Below is a cluster of 2 separate species, C2H8S in total at a distorted geometry, with properties calculated with ωB97M-V/def2-TZVPD.

Geometry as XYZ:
```
11
Properties=species:S:1:pos:R:3:forces:R:3:lowdin_charge:R:1
H -1.56087 1.31715 -1.36731 -0.2811 -0.3608 0.1078 0.008
H 1.11953 -1.46844 1.78196 0.4118 -1.0419 -1.0597 -0.005
H -3.01707 0.23965 -1.66187 0.2482 0.0434 0.0609 0.011
S 1.74613 0.39199 2.67789 0.2725 0.2523 -0.5572 0.566
H -1.52358 0.14659 -2.71934 -0.6054 0.2872 0.5578 0.024
C -2.18670 0.79332 -2.09891 0.5941 0.5908 -1.0877 -0.062
H 0.65143 0.69236 1.90356 0.6753 -0.0909 0.6062 -0.143
H -2.57511 1.58777 -2.77126 0.0483 -0.5609 0.3653 0.020
C 2.13325 -1.09584 1.62903 -1.5741 0.6653 0.7855 -0.459
H 2.84701 -1.81351 2.00427 0.2450 0.2812 0.4597 0.025
H 2.36599 -0.79104 0.62198 -0.0346 -0.0657 -0.2385 0.016
```
Forces are in eV/Å.

Calculated values
- LUMO (eV) = 0.7
- gap between HOMO and LUMO (eV) = 9.7
- structure (SMILES) = CS.C
- strongest force on any atom (eV/A) = 1.88

# 5
Below is a cluster of 2 separate species, C2H8S2 in total at a distorted geometry, with properties calculated with ωB97M-V/def2-TZVPD.

Geometry as XYZ:
```
12
Properties=species:S:1:pos:R:3:forces:R:3:lowdin_charge:R:1
H 0.03129 -2.22178 -0.62269 0.3061 -0.2535 0.0279 0.036
S 1.07905 -0.24405 0.53764 0.5142 1.0054 1.9506 0.332
H -5.17933 1.55422 0.47655 0.6636 0.0411 0.1543 0.014
C -5.39586 0.50089 0.65422 -0.5578 1.2568 -0.5148 -0.048
H -4.55089 -0.04733 1.03601 0.1259 -0.0789 0.1423 0.008
H -0.90042 -1.35747 0.58078 -0.4800 -0.0180 -0.3056 0.000
H -5.70962 0.17017 -0.32928 -0.1335 -0.5698 0.0520 0.012
H 1.26370 0.71096 -1.90586 -0.0224 0.3713 -0.1291 -0.215
H 0.26578 -2.41787 1.18903 0.8415 -0.2255 -0.2240 0.028
S 2.05700 1.00665 -0.86564 -0.4409 -1.4255 -0.5438 0.272
H -6.23687 0.57404 1.33504 -0.0947 -0.6502 0.1661 0.014
C 0.07870 -1.75310 0.35287 -0.7218 0.5467 -0.7758 -0.454
```
Forces are in eV/Å.

Calculated values
- LUMO (eV) = 0.0
- gap between HOMO and LUMO (eV) = 8.1
- structure (SMILES) = CSS.C
- strongest force on any atom (eV/A) = 2.25

# 6
Below is a cluster of 2 separate species, C2H8S2 in total at a distorted geometry, with properties calculated with ωB97M-V/def2-TZVPD.

Geometry as XYZ:
```
12
Properties=species:S:1:pos:R:3:forces:R:3:lowdin_charge:R:1
H -2.93827 0.10479 3.56770 -0.0716 0.4272 -1.4192 -0.173
H 2.78564 -1.58344 -2.56575 0.5865 0.1359 0.5676 0.026
H -0.19565 0.74300 -1.14417 -2.6156 -0.2328 1.3382 -0.024
S -3.19755 0.65638 2.30685 -1.0772 0.4801 1.9258 0.459
C 0.73008 0.77461 -1.56210 2.9853 2.7214 -1.6176 -0.465
C 2.07724 -1.67981 -1.73936 1.1797 -0.7228 0.8191 -0.409
H 2.22765 -2.66610 -1.19378 0.3496 1.6001 -0.1610 0.055
H 0.66056 0.54764 -2.61659 0.1096 -0.5165 -0.2137 0.034
H 1.22274 -1.91372 -2.29259 -2.1321 0.3055 -0.4266 -0.006
H 1.08690 1.87415 -1.60074 -0.6584 -1.5842 0.3641 0.065
S 1.98502 -0.13622 -0.68243 0.1841 -1.7046 -0.6662 0.726
H -2.29297 0.00227 1.66394 1.1601 -0.9094 -0.5104 -0.286
```
Forces are in eV/Å.

Calculated values
- LUMO (eV) = 0.8
- gap between HOMO and LUMO (eV) = 9.4
- structure (SMILES) = CSC.S
- strongest force on any atom (eV/A) = 4.35

# 7
Below is a cluster of 2 separate species, C2H8S2 in total at a distorted geometry, with properties calculated with ωB97M-V/def2-TZVPD.

Geometry as XYZ:
```
12
Properties=species:S:1:pos:R:3:forces:R:3:lowdin_charge:R:1
S -0.84898 3.08230 -1.73792 0.8073 0.8293 1.0981 0.557
C 0.39000 1.78818 -1.36006 1.0754 -0.1278 -3.1733 -0.527
H -0.04526 0.84247 -1.88998 0.9914 1.4639 1.6587 0.055
H -0.64030 -1.85269 0.11465 -0.0592 0.5895 -1.4952 -0.013
H 0.71887 1.78621 -0.34287 -0.6362 -0.7136 0.7851 0.002
H -0.26017 4.09905 -0.97271 -0.6152 -0.9953 -0.8202 -0.128
H -1.56812 -2.70576 1.34471 0.2330 0.1962 -0.2163 0.038
H 1.77444 -3.52943 2.09726 -2.4746 -0.3308 -0.9558 -0.134
H 1.37630 2.04481 -1.90537 -1.6199 -0.4741 0.4608 0.044
H -1.00232 -1.11951 1.72774 0.1746 1.0941 0.3861 0.008
S 0.88462 -2.46900 1.78324 2.7812 2.1779 1.3106 0.523
C -0.77908 -1.96664 1.14131 -0.6579 -3.7093 0.9614 -0.423
```
Forces are in eV/Å.

Calculated values
- LUMO (eV) = 0.1
- gap between HOMO and LUMO (eV) = 9.1
- structure (SMILES) = CS.CS
- strongest force on any atom (eV/A) = 3.89

# 8
Below is a cluster of 2 separate species, C2H8S3 in total at a distorted geometry, with properties calculated with ωB97M-V/def2-TZVPD.

Geometry as XYZ:
```
13
Properties=species:S:1:pos:R:3:forces:R:3:lowdin_charge:R:1
H -1.82616 1.87144 -2.48903 -0.1388 0.1837 -0.0988 0.032
H 2.79394 0.22014 3.88005 -0.1983 -0.0394 -0.0720 -0.215
H 3.26580 -2.46236 5.70290 0.0182 -0.0594 -0.1624 -0.213
C -2.33381 1.06932 -3.01680 -0.0248 -0.7894 0.5894 -0.431
H -2.69610 1.38204 -3.98286 0.2544 0.1002 -0.3998 0.024
S 2.48385 -0.05979 5.15308 0.1796 0.1262 -0.0332 0.214
H -3.20070 0.70439 -2.47033 -0.0675 0.3497 0.2563 0.026
S -1.20808 -0.35043 -3.16207 -0.1652 -0.5077 -0.2153 0.701
H -0.15518 -1.19486 -0.99995 -0.5835 -0.6056 -0.3857 0.029
C -0.47637 -0.28778 -1.49724 0.8329 0.8505 -0.5150 -0.429
H -1.14560 0.26967 -0.85165 0.0959 0.0642 0.1814 0.026
H 0.46441 0.23999 -1.68200 -0.2034 0.3541 0.5885 0.021
S 4.03401 -1.40178 5.41588 0.0004 -0.0271 0.2666 0.214
```
Forces are in eV/Å.

Calculated values
- LUMO (eV) = 0.3
- gap between HOMO and LUMO (eV) = 8.7
- structure (SMILES) = CSC.SS
- strongest force on any atom (eV/A) = 1.30

# 9
Below is a cluster of 2 separate species, C2H8S4 in total at a distorted geometry, with properties calculated with ωB97M-V/def2-TZVPD.

Geometry as XYZ:
```
14
Properties=species:S:1:pos:R:3:forces:R:3:lowdin_charge:R:1
H -1.43836 0.00001 3.75185 0.3127 -0.2724 -0.2687 0.037
H 2.24194 -0.44414 1.88638 -0.0007 -0.1125 -0.1969 -0.183
C -0.97019 -0.27830 2.79270 -1.1317 0.7701 -0.6114 -0.531
H -0.87183 -0.75215 -3.67711 0.1557 0.2287 0.5128 0.036
S -0.40865 0.02943 -1.39812 0.1752 0.6218 -0.0288 0.316
H -0.52580 0.62542 2.34281 -0.1013 -0.4109 0.2713 0.024
H -1.75370 -0.65919 2.11620 0.1754 0.4026 0.2668 0.030
S 0.36880 1.92253 -0.89016 -0.2084 -0.8975 -0.3776 0.289
C -0.23409 0.01425 -3.20538 0.3305 0.4939 -0.5322 -0.501
S 0.22511 -1.56727 3.00682 0.6693 -0.4833 0.3029 0.355
H 1.68219 1.62254 -0.97683 -0.1519 -0.0073 0.0720 -0.197
H -0.51807 1.00253 -3.60447 0.0662 -0.4645 0.1421 0.025
H 0.81604 -0.18623 -3.47675 -0.4514 0.0593 0.0957 0.031
S 1.38664 -1.32940 1.33206 0.1605 0.0721 0.3519 0.271
```
Forces are in eV/Å.

Calculated values
- LUMO (eV) = 0.4
- gap between HOMO and LUMO (eV) = 9.2
- structure (SMILES) = CSS.CSS
- strongest force on any atom (eV/A) = 1.50